Record 1
# C35H36HfN8S3

A molecular structure, C35H36HfN8S3 at a distorted geometry (ωB97M-V/def2-TZVPD, OMol25).

The calculated total energy comes out at -82578.950 eV. The lowest unoccupied orbital energy (alpha / beta) comes out at -11.763 / -11.763 eV. Its total charge is +4. For the HOMO-LUMO gap (alpha / beta), the calculation gives 4.91 / 4.91 eV.

Positions of all 83 atoms, in Å:
Hf  0.23434  -0.03827  0.08557
S  -1.65421  -7.17159  0.19950
C  -1.84088  -7.71856  1.84005
C  -1.51486  -6.75215  2.77463
C  -1.15450  -5.49249  2.14833
C  -1.15789  -5.57512  0.76717
C  -0.80471  -4.51006  -0.14146
C  -0.30746  -3.28112  0.33241
N  -0.06480  -2.20465  -0.44323
C  -0.19072  -2.37979  -1.80769
C  -0.66331  -3.59442  -2.38880
C  -0.79559  -3.62994  -3.79858
C  -0.43426  -2.57196  -4.59249
C  -0.03683  -1.32119  -4.02696
C  0.27052  -0.17973  -4.80573
C  0.58870  1.05706  -4.17353
C  0.77488  1.07497  -2.78989
N  0.58685  -0.04801  -2.03264
C  0.10257  -1.22853  -2.61786
C  0.75018  2.28895  -4.90817
C  1.03082  3.52805  -4.34913
C  1.32535  4.52497  -5.34619
C  1.20194  4.00809  -6.62822
S  0.69451  2.35658  -6.62673
C  -1.00255  -4.66165  -1.53156
H  -2.20281  -8.67285  2.10041
H  -1.46705  -6.90567  3.83158
H  -0.91385  -4.58407  2.71526
H  -0.04657  -3.12437  1.37364
H  -1.19802  -4.52016  -4.26538
H  -0.49450  -2.63193  -5.69558
H  0.24136  -0.24484  -5.89509
H  1.12422  1.91394  -2.19385
H  1.07126  3.69804  -3.28843
H  1.54064  5.58936  -5.15524
H  1.41839  4.50397  -7.53507
H  -1.38678  -5.59994  -1.91468
N  0.77512  2.01564  0.21685
C  1.20660  3.10691  0.42622
C  1.67253  4.39039  0.80301
C  3.05023  4.67793  0.95504
C  3.47321  5.91622  1.38806
C  2.56455  6.98468  1.50950
C  1.21175  6.73600  1.25976
C  0.75080  5.46305  0.97753
H  3.81865  3.91511  0.81713
H  4.54561  6.09207  1.63830
H  2.88314  7.97140  1.82943
H  0.47357  7.52249  1.34001
H  -0.32473  5.30043  0.90168
C  -3.20744  0.37671  -1.04639
N  -3.47884  0.91216  0.27499
C  -4.36747  2.05449  0.40933
C  -2.80263  0.42741  1.34566
N  -1.55036  -0.03830  1.19984
N  -3.35482  0.52767  2.58246
C  -2.47794  0.59019  3.75496
C  -4.74445  0.17745  2.83121
H  -4.18992  0.20167  -1.55997
H  -2.69679  -0.59424  -1.04372
H  -2.61765  1.10071  -1.63852
H  -4.20150  2.82824  -0.38608
H  -4.23031  2.53709  1.39773
H  -5.42482  1.75676  0.41009
H  -1.23059  -0.40945  2.09811
H  -1.79137  -0.26042  3.83900
H  -3.10944  0.65632  4.63248
H  -1.84464  1.50606  3.68980
H  -5.29026  -0.02981  1.90303
H  -5.25886  1.02291  3.30031
H  -4.83126  -0.70559  3.48971
S  1.74285  -0.55231  2.01244
C  3.25616  -1.25362  2.48666
N  4.35483  -1.40962  1.75197
C  5.45933  -1.98696  2.51892
C  4.89777  -2.11447  3.93246
N  3.50447  -1.66785  3.75651
H  4.41764  -1.18648  0.75330
H  6.38267  -1.36383  2.51581
H  5.77426  -2.96933  2.11693
H  5.46399  -1.47185  4.61703
H  4.92171  -3.18061  4.28893
H  2.80024  -1.47432  4.48614

---

Record 2
# C35H36N6OY

A molecular structure, C35H36N6OY at a distorted geometry (ωB97M-V/def2-TZVPD, OMol25).

The calculated total energy comes out at -48888.219 eV. The lowest unoccupied orbital energy (alpha / beta) comes out at -9.580 / -9.580 eV. Its total charge is +3. For the HOMO-LUMO gap (alpha / beta), the calculation gives 4.94 / 4.94 eV. The value obtained for the relative energy (zero: lowest compared OMol25 entry of this formula, charge and spin) is 0.149 eV.

Positions of all 79 atoms, in Å:
Y  -26.70164  -5.33126  -4.53063
C  -23.78341  -2.93971  -1.44886
C  -24.56323  -4.20708  -1.43664
C  -24.70623  -4.72944  -0.00682
C  -25.97107  -4.15411  -2.15900
C  -27.00773  -5.03340  -1.84895
C  -28.30723  -4.82544  -2.42322
C  -28.68176  -3.76674  -3.26903
C  -30.15754  -3.61192  -3.53516
C  -27.60632  -2.93967  -3.64315
C  -26.31107  -3.13413  -3.04669
H  -22.96411  -3.06768  -0.78433
H  -24.31033  -2.07251  -1.04298
H  -23.36144  -2.69835  -2.43072
H  -23.98364  -4.94940  -1.96761
H  -25.12184  -3.99264  0.64569
H  -23.74757  -4.98449  0.44646
H  -25.21121  -5.66579  0.21350
H  -26.87536  -5.86583  -1.16443
H  -29.11030  -5.49964  -2.16804
H  -30.43609  -2.57023  -3.72842
H  -30.69639  -3.97680  -2.60757
H  -30.50469  -4.18879  -4.34634
H  -27.72739  -2.09904  -4.30145
H  -25.58812  -2.39599  -3.38849
C  -26.67904  1.38058  -6.04089
C  -26.78438  0.18022  -6.99422
C  -25.68061  -0.64311  -7.31136
C  -25.90858  -1.87503  -7.88221
C  -27.23556  -2.20776  -8.28801
N  -27.52670  -3.57109  -8.57542
C  -27.38507  -4.50254  -7.67379
O  -27.02256  -4.19943  -6.53672
N  -27.73602  -5.84234  -7.97632
C  -27.62608  -6.96092  -7.14520
C  -26.85720  -8.14664  -7.48380
C  -26.70449  -9.05263  -6.43697
C  -27.19696  -8.81109  -5.14221
N  -27.93147  -7.74918  -4.90529
C  -28.25550  -6.88598  -5.91718
C  -28.25033  -1.27868  -8.20738
C  -28.02180  -0.12671  -7.50314
H  -27.36093  1.25715  -5.14244
H  -26.81987  2.38256  -6.44461
H  -25.67924  1.47667  -5.51280
H  -24.68033  -0.34815  -7.03443
H  -25.05543  -2.63190  -7.90097
H  -28.12911  -3.73894  -9.36819
H  -27.86647  -6.03961  -8.95199
H  -26.61708  -8.29938  -8.53404
H  -26.18149  -9.97487  -6.67260
H  -26.89161  -9.36820  -4.20403
H  -29.00657  -6.15039  -5.78478
H  -29.19926  -1.54770  -8.60047
H  -28.79874  0.56525  -7.41066
N  -21.21324  -10.33493  -3.58321
C  -19.91154  -10.72856  -3.85319
C  -19.12785  -11.70527  -3.31929
C  -17.78773  -11.66050  -3.65906
C  -17.24923  -10.78572  -4.64391
C  -18.11098  -9.87037  -5.24344
C  -19.41672  -9.80283  -4.78049
N  -20.40122  -8.91874  -5.15575
C  -21.46187  -9.26097  -4.37757
C  -22.65177  -8.44721  -4.30575
C  -23.61058  -8.59609  -3.32167
C  -24.71491  -7.75368  -3.30941
N  -24.91048  -6.79000  -4.25021
C  -23.96459  -6.61995  -5.23809
C  -22.89053  -7.44357  -5.29075
H  -21.86420  -10.93738  -3.08275
H  -19.42243  -12.41295  -2.54074
H  -17.18677  -12.45399  -3.23012
H  -16.21325  -10.78368  -4.93447
H  -17.74814  -9.20930  -5.98976
H  -23.57279  -9.42987  -2.57304
H  -25.59510  -7.99353  -2.63179
H  -24.11227  -5.78820  -5.94387
H  -22.10738  -7.39971  -6.00499

---

Record 3
# C35H37BaClP2

A molecular structure, C35H37BaClP2 at a distorted geometry (ωB97M-V/def2-TZVPD, OMol25).

The calculated total energy comes out at -68681.817 eV. The lowest unoccupied orbital energy (alpha / beta) comes out at -0.473 / -0.276 eV. For the HOMO-LUMO gap (alpha / beta), the calculation gives 4.11 / 4.75 eV. The value obtained for the relative energy (zero: lowest compared OMol25 entry of this formula, charge and spin) is 0.886 eV.

Positions of all 76 atoms, in Å:
Ba  -0.12858  2.69555  0.56050
C  -1.87972  1.20868  -2.98219
C  -1.85807  -0.08585  -2.60782
C  -1.23040  -1.14965  -3.43011
C  0.21125  -0.83609  -3.90386
C  1.08625  0.07369  -3.09702
C  1.17257  1.40127  -3.28480
C  0.22875  2.24526  -4.08957
C  -1.20851  1.72598  -4.19661
C  1.53477  0.42216  3.70483
H  -2.64468  1.90448  -2.59079
H  -2.48805  -0.48984  -1.81900
H  -1.85824  -1.21735  -4.33416
H  -1.24826  -2.16887  -2.98580
H  0.74218  -1.79684  -3.96085
H  0.16674  -0.54760  -4.96721
H  1.87692  -0.42718  -2.51815
H  2.09594  1.92919  -3.00869
H  0.62014  2.31882  -5.12053
H  0.20741  3.29177  -3.72226
H  -1.82741  2.59950  -4.40828
H  -1.33969  1.10602  -5.09488
H  1.41720  1.39174  4.28656
H  2.41735  -0.09679  4.14022
H  0.57481  -0.03136  3.95961
P  -1.66256  -0.67565  1.07466
P  1.96630  -0.03939  1.94560
C  -0.19213  -1.06290  0.12417
C  1.11205  -0.86754  0.52298
C  -2.56993  -2.27096  1.16049
C  -2.79757  -3.27505  0.19751
C  -3.59937  -4.36870  0.56886
C  -4.03484  -4.51023  1.88861
C  -3.69891  -3.56877  2.86160
C  -2.95266  -2.46431  2.49549
C  -2.94582  0.39156  0.24714
C  -2.46642  1.58721  -0.31946
C  -3.18526  2.76975  -0.15316
C  -4.46458  2.67961  0.45046
C  -5.06261  1.43623  0.75311
C  -4.29828  0.27606  0.62194
C  3.45444  -1.15675  1.92532
C  3.29122  -2.50683  2.25955
C  4.38260  -3.31134  2.53135
C  5.65691  -2.80911  2.26162
C  5.82754  -1.53567  1.71294
C  4.70976  -0.74875  1.47024
C  2.45630  1.46433  1.12771
C  2.93475  2.41357  2.02741
C  2.95992  3.75886  1.71229
C  2.76662  4.13291  0.38670
C  2.43331  3.19511  -0.58770
C  2.32561  1.84168  -0.23589
H  -0.37231  -1.75350  -0.71243
H  1.88857  -1.29541  -0.15764
H  -2.39403  -3.19005  -0.82019
H  -3.85641  -5.10880  -0.17890
H  -4.61237  -5.38228  2.16838
H  -4.01544  -3.67511  3.89025
H  -2.66411  -1.68889  3.20464
H  -1.53604  1.59897  -0.91822
H  -2.76090  3.74846  -0.49397
H  -5.01768  3.58897  0.74164
H  -6.11674  1.34043  1.06877
H  -4.72283  -0.71982  0.75999
H  2.30530  -2.92324  2.36400
H  4.25845  -4.30628  2.95068
H  6.53179  -3.41250  2.47749
H  6.82251  -1.15910  1.47731
H  4.81991  0.19659  0.95662
H  3.26285  2.07435  2.99140
H  3.19198  4.52524  2.44682
H  2.94258  5.14831  0.05506
H  2.36003  3.47467  -1.64620
H  2.21770  1.11207  -1.02700
Cl  -1.51986  1.56528  2.84078